190
Properties=species:S:1:pos:R:3:lowdin_charge:R:1 method="wB97M-V/def2-TZVPD" e_tot_ha=-6028.28688 multiplicity=1 e_above_lowest_kcal_mol=0.0 molar_mass_g_mol=1291.680 smiles="CCOS(C)(=O)=O.CCOS(C)(=O)=O.CCOS(C)(=O)=O.CCOS(C)(=O)=O.CCOS(C)(=O)=O.COCCOCCOC.COCCOCCOC.COCCOCCOC.COCCOCCOC.COCCOCCOC"
O 15.75579 26.79541 17.53564 -0.27
S 14.88305 26.55124 18.64138 0.64
O 15.18199 26.93292 19.99640 -0.28
O 13.44553 27.21723 18.20275 -0.27
C 12.92596 26.78692 16.93993 -0.30
C 12.91013 27.95475 15.96748 -0.05
C 14.40438 24.79110 18.66509 -0.09
H 11.93308 26.36412 17.10622 0.11
H 13.53638 26.01776 16.45921 0.11
H 13.91433 28.36352 15.86546 0.08
H 12.31559 28.77384 16.38086 0.08
H 12.45885 27.67229 15.01772 0.08
H 14.83887 24.27429 17.81369 0.07
H 13.31874 24.81814 18.67878 0.04
H 14.75085 24.28036 19.56055 0.06
O 3.85132 29.41483 30.17868 -0.28
S 4.94711 29.59461 29.25548 0.62
O 6.18460 28.85802 29.40181 -0.30
O 4.35289 29.37722 27.75345 -0.26
C 5.30609 29.23332 26.69552 -0.27
C 4.54556 28.98970 25.41028 -0.06
C 5.36416 31.37031 29.17704 -0.10
H 5.94221 28.36752 26.88066 0.11
H 5.91304 30.13354 26.56600 0.12
H 4.04966 28.01657 25.47292 0.06
H 5.26463 28.86688 24.59596 0.06
H 3.79328 29.73061 25.14712 0.09
H 5.90570 31.56216 30.09713 0.07
H 4.41008 31.81799 28.91402 0.07
H 6.04329 31.55047 28.34458 0.06
O 6.25291 24.66008 14.69366 -0.29
S 7.22782 25.70232 14.90220 0.62
O 7.50948 26.64963 13.85560 -0.28
O 6.89388 26.64691 16.19003 -0.27
C 6.25826 26.04331 17.33886 -0.26
C 5.31790 27.02803 17.99477 -0.05
C 8.73215 24.95054 15.58381 -0.11
H 7.10680 25.76694 17.97197 0.09
H 5.75132 25.12850 17.02118 0.11
H 4.83755 26.57443 18.86137 0.07
H 4.62866 27.48544 17.29023 0.09
H 5.89062 27.84056 18.45200 0.08
H 9.02346 24.12753 14.93531 0.07
H 8.53750 24.63014 16.60399 0.05
H 9.52882 25.68794 15.64586 0.06
O 17.54005 30.61014 21.76040 -0.27
S 17.18411 31.35140 22.94438 0.61
O 16.85865 32.75048 22.88348 -0.28
O 15.95264 30.63299 23.68351 -0.29
C 15.51970 29.32814 23.24327 -0.24
C 14.68484 29.46400 21.98308 -0.06
C 18.39307 31.06770 24.31868 -0.09
H 14.92303 28.87614 24.03639 0.10
H 16.40505 28.70764 23.08038 0.12
H 15.31746 29.50177 21.09739 0.07
H 14.18186 30.42759 22.07229 0.08
H 14.02024 28.62012 21.80144 0.05
H 18.62001 30.00381 24.32708 0.06
H 17.91177 31.30959 25.26102 0.06
H 19.25372 31.69447 24.10426 0.06
O 8.00756 24.30099 25.40610 -0.28
S 8.71926 23.91210 24.22515 0.63
O 9.39040 22.62628 24.15110 -0.29
O 7.66434 24.02908 23.01327 -0.28
C 7.94550 23.37134 21.76644 -0.24
C 6.80915 23.75431 20.79975 -0.05
C 9.87556 25.24411 23.75500 -0.08
H 7.97801 22.28764 21.85635 0.12
H 8.87857 23.72788 21.32639 0.09
H 7.23320 23.36474 19.86720 0.08
H 6.66374 24.82441 20.66894 0.07
H 5.86638 23.26199 21.02362 0.08
H 10.63854 25.32195 24.52106 0.07
H 9.24340 26.13062 23.72190 0.06
H 10.21640 24.97585 22.76128 0.04
C 11.57739 22.55036 19.88024 -0.10
O 11.94448 23.45797 20.89869 -0.22
C 12.74858 22.86312 21.91267 -0.16
C 13.62514 23.90574 22.59563 -0.16
O 12.80811 25.00513 22.98027 -0.15
C 13.55866 26.14793 23.33618 -0.18
C 14.39490 25.99312 24.60911 -0.22
O 15.59195 25.28639 24.39837 -0.18
C 16.31827 25.14168 25.59565 -0.11
H 10.79868 21.88110 20.27055 0.09
H 12.40115 21.94968 19.49138 0.09
H 11.04499 23.11716 19.11558 0.08
H 13.35985 22.12942 21.37949 0.12
H 12.14659 22.36333 22.67625 0.13
H 14.45396 24.23850 21.96426 0.12
H 14.03998 23.45221 23.49870 0.13
H 12.88136 26.98549 23.50086 0.09
H 14.23149 26.35046 22.49281 0.12
H 13.75693 25.38594 25.27424 0.13
H 14.49842 26.93890 25.15274 0.11
H 17.28082 24.67966 25.37323 0.09
H 15.79856 24.49699 26.30984 0.09
H 16.57345 26.11655 26.02413 0.09
C 1.74364 24.25689 28.59288 -0.12
O 2.11325 25.52820 28.14000 -0.18
C 3.39768 25.97703 28.52210 -0.17
C 4.47259 25.48478 27.57907 -0.19
O 4.17916 25.72759 26.22226 -0.18
C 5.22348 25.37708 25.34595 -0.19
C 4.96179 25.59046 23.85148 -0.17
O 3.79833 25.00703 23.25692 -0.18
C 2.59333 25.27875 23.94607 -0.11
H 2.44679 23.50203 28.21075 0.08
H 0.77395 23.91434 28.23879 0.09
H 1.77375 24.21169 29.68776 0.09
H 3.57695 25.78697 29.58132 0.14
H 3.35362 27.04135 28.27419 0.11
H 4.69033 24.40761 27.61993 0.13
H 5.37958 26.05212 27.84632 0.13
H 5.55244 24.34777 25.51622 0.12
H 6.05921 26.04608 25.58999 0.12
H 5.77243 25.08465 23.32952 0.10
H 4.94754 26.65296 23.58909 0.10
H 1.73862 24.94801 23.35344 0.09
H 2.41983 26.34918 24.11241 0.08
H 2.57779 24.76639 24.90687 0.08
C 11.67143 28.87118 25.52786 -0.10
O 12.16322 30.01830 24.85853 -0.20
C 12.58544 31.00323 25.76780 -0.22
C 13.01813 32.27634 25.07530 -0.17
O 11.96843 33.13620 24.65386 -0.13
C 11.09634 32.59655 23.67625 -0.19
C 10.46683 33.73501 22.90981 -0.21
O 9.43338 34.29506 23.69800 -0.19
C 8.92947 35.51866 23.20044 -0.11
H 12.48570 28.42572 26.11610 0.09
H 11.45132 28.13389 24.76040 0.06
H 10.87569 29.03608 26.25511 0.10
H 13.48924 30.62922 26.27760 0.13
H 11.88551 31.21712 26.58457 0.14
H 13.57089 32.00759 24.16794 0.12
H 13.61623 32.89284 25.74164 0.13
H 10.33369 31.98130 24.15554 0.13
H 11.63940 32.00438 22.93125 0.12
H 10.16494 33.46522 21.89180 0.12
H 11.21289 34.53352 22.79856 0.13
H 8.66833 35.37392 22.14892 0.09
H 9.67213 36.30605 23.36404 0.09
H 8.04491 35.81562 23.76053 0.08
C 7.34624 28.10012 22.27433 -0.07
O 8.69319 27.69910 22.09256 -0.22
C 9.65428 28.72342 22.30969 -0.16
C 10.96605 28.04817 21.89835 -0.21
O 11.11617 27.70355 20.55407 -0.10
C 10.98445 26.31869 20.27140 -0.15
C 9.65711 25.99810 19.59186 -0.16
O 9.49136 26.45386 18.24547 -0.22
C 9.60010 27.85100 18.08778 -0.09
H 7.13114 28.69395 23.16940 0.09
H 6.73401 27.20111 22.26255 0.08
H 7.06250 28.72882 21.42692 0.07
H 9.68113 28.96221 23.37792 0.12
H 9.60420 29.67449 21.76932 0.13
H 11.26640 27.24338 22.57802 0.08
H 11.73672 28.80262 22.11354 0.12
H 11.11716 25.79892 21.21988 0.09
H 11.79730 25.97328 19.63383 0.10
H 8.82713 26.36716 20.19732 0.12
H 9.58844 24.92023 19.43495 0.11
H 9.38029 28.15852 17.06690 0.10
H 10.59432 28.20251 18.38148 0.08
H 8.91243 28.38106 18.76120 0.10
C 0.78078 26.18409 16.33363 -0.11
O 0.81627 26.39702 17.73510 -0.18
C 1.97660 25.78191 18.29140 -0.21
C 2.18717 26.11971 19.74203 -0.22
O 2.52172 27.47161 19.90848 -0.12
C 2.91605 27.72118 21.24826 -0.17
C 3.35280 29.19625 21.34433 -0.19
O 4.69982 29.35207 20.95275 -0.19
C 5.10420 30.67576 21.24901 -0.12
H -0.13841 26.66533 15.99816 0.09
H 0.75290 25.11543 16.10564 0.09
H 1.60579 26.71759 15.85277 0.09
H 2.89107 26.03276 17.74938 0.10
H 1.79970 24.71032 18.14333 0.13
H 2.92986 25.38626 20.09774 0.13
H 1.34108 25.80678 20.36934 0.13
H 3.85824 27.17175 21.36511 0.12
H 2.15980 27.50838 22.00336 0.12
H 3.30117 29.41696 22.41921 0.12
H 2.66754 29.79890 20.74196 0.14
H 6.14732 30.78039 20.94773 0.08
H 5.21559 30.91862 22.31689 0.08
H 4.42837 31.42167 20.83062 0.09